Entry 1:
C39H78F15N3O13 | ωB97M-V/def2-TZVPD

Computed properties:
**Frontier orbital gap**: 0.1484 Ha
**ΔE to the lowest compared entry with this formula, charge and spin**: 0.0 kcal per mole
**LUMO level**: 2.64 eV
**HOMO**: -1.40 eV

```
! wB97M-V def2-TZVPD RIJCOSX def2/J DEFGRID3
* xyz -2 1
F -2.49 -0.37 9.64
F 3.62 -4.28 3.59
F -1.14 -1.86 8.75
F 6.81 2.34 0.46
F -6.80 2.09 1.05
F 5.04 3.56 0.92
F -3.09 -3.84 -4.15
F -5.08 -4.44 -4.11
F -6.00 3.58 -0.35
F -4.47 -2.36 -3.75
F 3.80 -2.35 4.32
F -6.97 1.76 -1.13
F 4.33 -2.67 2.36
F -3.21 -1.97 8.32
F 4.84 1.60 0.21
O 1.23 -3.51 -2.84
O -3.91 1.48 0.88
O 1.96 -1.55 2.02
O 6.07 4.47 -1.69
O -0.14 0.19 -1.16
O -2.92 1.11 7.21
O -4.00 -2.88 -1.02
O -0.50 5.89 2.47
O -2.78 -4.74 -1.67
O 4.05 3.30 -1.77
O -4.04 1.72 -1.34
O -2.29 -0.83 6.15
O 1.08 -3.68 2.35
N 4.10 -2.70 -1.83
N -1.47 5.20 -0.36
N -2.06 -0.95 -0.26
C 3.80 -2.18 -3.21
C -0.22 6.89 3.46
C -1.89 5.87 2.18
C 5.59 2.71 0.05
C -1.00 -0.66 -1.39
C -1.92 6.64 -0.77
C -3.38 1.56 -3.65
C 2.22 -0.25 2.56
C -6.19 2.24 -0.16
C 3.58 2.47 -2.82
C 5.08 -1.69 -1.12
C -1.16 -1.38 -2.70
C -2.06 -0.01 7.30
C -1.36 -1.71 0.93
C -3.99 -3.97 -1.90
C -2.88 -5.60 -0.58
C 5.45 3.23 -1.46
C 5.09 -2.15 -4.22
C -4.55 1.46 -2.65
C -2.21 -1.06 8.54
C 0.11 5.13 -0.35
C -1.80 -6.67 -0.74
C 0.50 -4.68 -3.30
C 1.97 0.72 1.51
C 0.68 3.78 0.26
C -2.19 4.82 1.08
C 2.77 -2.75 -0.98
C 1.89 -2.68 2.90
C 5.05 -4.85 -0.62
C -1.92 4.12 -1.30
C 2.06 2.23 -2.52
C 1.63 -3.72 -1.51
C 3.41 -3.00 3.27
C 4.77 -4.11 -1.94
C -4.82 1.45 -0.22
C -3.40 6.77 -1.17
C -1.78 -2.53 4.64
C -4.16 -3.65 -3.45
C -1.14 -1.54 5.55
H -0.83 -2.58 0.57
H -2.99 4.15 -1.50
H 1.03 -5.62 -3.21
H -1.26 -2.46 -2.57
H -1.69 3.18 -0.80
H -2.37 6.81 1.91
H 3.46 3.05 -3.74
H -2.24 -2.01 1.50
H -4.13 6.42 -0.43
H -1.37 4.16 -2.24
H 0.17 2.90 -0.11
H -1.04 0.37 7.39
H 1.58 0.04 3.39
H 3.16 -3.01 0.01
H -3.21 4.73 0.72
H -2.85 -1.50 -0.58
H -0.87 -6.13 -0.57
H -0.66 -2.09 6.36
H -2.12 -1.18 -3.18
H 2.03 1.75 1.87
H 4.73 -0.67 -1.23
H -2.02 3.76 1.29
H 1.28 -2.36 3.74
H -1.24 6.96 -1.56
H -2.62 -2.98 5.17
H -3.80 7.76 -1.41
H -5.37 2.11 -2.98
H 1.79 -4.78 -1.29
H -0.79 6.78 4.39
H 1.68 1.59 -3.32
H -4.78 -4.65 -1.59
H 5.97 -1.75 -1.76
H 5.70 -3.92 -2.47
H -2.99 2.53 -3.98
H -2.01 -2.27 3.60
H 5.96 -1.71 -3.73
H -3.81 -6.15 -0.42
H 2.98 -2.71 -3.70
H 5.22 -1.86 -0.05
H 5.63 -5.76 -0.80
H 4.12 -4.69 -2.60
H -2.76 -5.00 0.32
H 2.01 1.85 -1.50
H 0.82 6.86 3.78
H 2.56 0.59 0.60
H -2.54 0.94 -3.33
H 0.47 5.97 0.24
H -1.76 -7.19 -1.70
H 0.73 3.69 1.35
H -1.08 -3.36 4.54
H -0.28 7.95 3.22
H -0.38 -1.28 -3.46
H -2.40 5.51 3.07
H -1.85 -7.48 -0.01
H -0.70 -1.16 1.59
H -0.44 -0.99 4.92
H 0.82 -3.41 -0.84
H -0.42 -4.80 -2.72
H -3.65 1.03 -4.56
H 4.03 -5.10 -0.33
H 5.55 -4.24 0.14
H 0.51 5.40 -1.33
H 5.51 -3.03 -4.70
H 3.22 -0.19 2.97
H -2.55 -0.15 0.11
H 4.91 -1.55 -5.11
H 0.35 -4.55 -4.37
H 2.44 -1.72 -0.84
H 1.67 3.64 -0.16
H 1.42 3.11 -2.50
H 4.11 1.56 -3.09
H -3.54 6.21 -2.09
H -4.97 0.46 -2.73
H -5.19 0.45 -0.41
H 5.94 2.50 -2.12
H -1.60 7.26 0.06
H 0.92 0.63 1.24
H 3.45 -1.15 -3.13
*
```

Entry 2:
C15H10Co2NO6 | ωB97M-V/def2-TZVPD

Computed properties:
**Frontier orbital gap**: 0.1970 Ha
**ΔE to the lowest compared entry with this formula, charge and spin**: 40.7 kcal per mole
**LUMO level**: 2.17 eV
**HOMO**: -3.19 eV

```
! wB97M-V def2-TZVPD RIJCOSX def2/J DEFGRID3
* xyz -1 1
Co 1.74 1.27 -0.57
Co 2.66 -1.65 -0.40
O 1.43 -2.67 -2.85
O 0.38 3.56 0.66
O 4.23 2.41 -1.83
O 2.43 -3.63 1.72
O 5.34 -0.97 -1.21
O 0.06 1.02 -2.97
N -0.95 2.18 3.52
C 1.88 -2.25 -1.87
C 0.99 2.74 0.12
C 0.73 1.08 -2.03
C -1.54 -1.42 -0.83
C 2.11 -0.02 0.61
C -1.63 -0.39 0.15
C -2.89 0.23 0.34
C 0.75 0.24 0.54
C 3.28 1.97 -1.34
C 4.26 -1.26 -0.87
C -3.92 -1.23 -1.27
C -0.52 0.14 0.96
C 2.53 -2.85 0.86
C -4.01 -0.19 -0.34
C -2.68 -1.85 -1.51
H -1.66 2.88 3.28
H -4.80 -1.59 -1.78
H -1.06 1.97 4.51
H -0.56 -1.87 -1.03
H -2.94 1.06 1.05
H -0.83 0.69 1.86
H -0.04 2.64 3.41
H -2.60 -2.67 -2.22
H 2.77 0.11 1.47
H -4.96 0.30 -0.14
*
```

Entry 3:
C35H55N7O5S2Si2Ti | ωB97M-V/def2-TZVPD

Computed properties:
**Frontier orbital gap (alpha / beta)**: 0.1621 / 0.1629 Ha
**ΔE to the lowest compared entry with this formula, charge and spin**: 20.3 kcal per mole
**LUMO level (alpha / beta)**: 4.13 / 4.13 eV
**HOMO (alpha / beta)**: -0.28 / -0.30 eV

```
! wB97M-V def2-TZVPD RIJCOSX def2/J DEFGRID3
* xyz -2 1
Ti 0.79 0.44 -0.53
S 0.88 -1.87 0.56
S -1.78 0.55 -0.35
Si 3.34 -0.22 -0.92
Si 0.08 -1.83 2.45
O 1.18 -1.73 3.69
O 0.08 6.52 0.19
O 0.74 2.26 -1.25
O -0.78 -0.46 2.67
O -0.79 -3.18 2.88
N -4.02 -1.19 -0.71
N 0.19 -0.37 -2.27
N -0.89 -1.15 -2.32
N 3.05 3.12 2.11
N 0.65 4.31 -0.19
N 1.84 1.49 1.29
N -2.96 -1.59 -1.51
C -1.04 5.31 -1.60
C 2.09 -2.68 4.23
C -2.36 -3.57 1.05
C 2.66 0.49 -4.87
C -7.40 -2.18 0.26
C -1.33 -0.32 5.02
C 2.62 -0.64 -5.68
C 0.92 -1.59 -4.25
C -6.21 -1.47 0.20
C 1.86 1.37 2.66
C 1.38 -3.41 5.37
C -6.57 -3.72 -1.37
C -2.32 -4.93 3.15
C 3.27 -1.87 4.77
C -1.47 -4.19 2.13
C -7.60 -3.31 -0.52
C -0.06 5.48 -0.43
C -1.91 1.47 3.36
C -1.77 -0.03 3.59
C -5.17 -1.88 -0.67
C 2.57 -3.67 3.18
C 4.26 -0.47 0.75
C 4.56 0.99 -1.80
C 3.64 -1.85 -1.85
C -1.90 -0.84 -1.45
C 1.74 -1.67 -5.37
C 2.56 2.55 1.00
C -5.38 -3.03 -1.46
C 0.30 3.44 -1.11
C 1.85 0.57 -3.75
C -3.08 -0.73 3.28
C -0.73 3.91 -2.11
C 2.59 2.39 3.19
C -0.45 -5.14 1.51
C 0.99 -0.47 -3.42
H 3.26 -0.71 -6.56
H 4.41 1.00 -2.88
H -4.58 -3.35 -2.11
H -3.32 -0.60 2.22
H 2.92 -1.15 5.50
H 4.46 2.02 -1.45
H 1.11 -2.71 6.16
H -8.53 -3.87 -0.47
H 2.99 -3.16 2.32
H 2.97 -2.63 -1.50
H 3.61 -0.93 1.49
H -2.91 -4.35 0.52
H 3.33 1.31 -5.10
H -0.88 6.11 -2.32
H 1.37 0.56 3.17
H -1.17 -1.39 5.16
H -6.07 -0.59 0.82
H 5.59 0.68 -1.60
H -0.96 -5.95 0.98
H 4.01 -2.53 5.24
H -2.05 5.41 -1.21
H -1.69 -5.33 3.95
H 1.89 1.45 -3.11
H 4.61 0.49 1.16
H 1.70 -2.55 -5.99
H -1.77 -3.03 0.31
H -0.39 0.19 5.24
H -1.56 3.20 -2.10
H -3.89 -0.31 3.88
H -3.06 -4.26 3.59
H -2.17 1.66 2.32
H 0.17 -5.58 2.29
H 3.33 -4.33 3.61
H 2.75 2.91 0.01
H 3.76 -1.33 3.95
H 3.49 4.02 2.14
H -3.01 -1.80 3.49
H 0.47 -3.87 4.99
H -3.07 -2.89 1.49
H -0.30 3.88 -3.12
H 1.74 -4.29 2.83
H 2.02 -4.19 5.79
H 4.67 -2.19 -1.70
H 2.83 2.65 4.20
H 3.48 -1.73 -2.93
H -6.71 -4.60 -1.99
H -0.96 1.98 3.56
H -2.09 0.02 5.72
H 0.18 -4.61 0.80
H -2.86 -5.76 2.68
H 5.14 -1.11 0.60
H -3.92 -0.34 -0.17
H -8.17 -1.84 0.94
H 0.23 -2.38 -4.00
H -2.68 1.89 4.00
*
```